No. 1
71
Properties=species:S:1:pos:R:3:lowdin_charge:R:1 method="wB97M-V/def2-TZVPD" homo_lumo_gap_ev=6.918 smiles="CNC(=O)OCCCSC(=S)n1ccnc1.CCOC(C)=O.CCOC(C)=O.CCOC(C)=O" homo_energy_ev=-8.31 max_force_ev_per_a=8.198
C -2.043 -0.270 6.645 -0.14
N -3.011 -1.389 6.964 -0.01
C -3.308 -2.269 5.769 -0.30
O -4.378 -3.098 5.848 -0.05
O -2.525 -2.341 4.520 -0.12
C -1.886 -3.693 4.488 -0.17
C -0.603 -3.586 3.449 -0.20
C 0.667 -2.831 4.159 -0.47
S 0.741 -0.979 3.902 0.76
C 0.431 -0.526 2.077 -0.92
S 1.528 -0.877 0.813 0.66
N -0.887 0.233 1.821 -0.23
C -0.920 1.736 2.057 -0.03
C -2.496 2.041 1.709 -0.08
N -3.151 0.699 1.320 -0.04
C -2.154 -0.471 1.380 -0.04
H -2.202 0.239 5.602 0.10
H -2.143 0.583 7.473 0.10
H -0.931 -0.675 6.736 0.09
H -3.873 -1.054 7.450 0.13
H -1.495 -4.007 5.568 0.14
H -2.675 -4.525 4.161 0.15
H -0.946 -3.135 2.426 0.10
H -0.239 -4.697 3.211 0.13
H 1.685 -3.279 3.732 0.10
H 0.555 -3.015 5.331 0.10
H -0.054 2.470 2.421 0.13
H -3.018 3.110 1.770 0.11
H -2.328 -1.616 1.168 0.13
C 0.040 1.684 -4.782 -0.07
C 1.226 2.192 -3.986 -0.23
O 0.818 3.203 -3.045 -0.01
C 0.327 2.949 -1.811 -0.50
C -0.090 1.550 -1.470 -0.01
O 0.157 3.867 -1.010 0.06
H -0.705 1.209 -4.138 0.05
H 0.363 0.958 -5.533 0.08
H -0.464 2.514 -5.288 0.09
H 1.775 1.389 -3.486 0.11
H 1.935 2.673 -4.668 0.12
H -1.159 1.438 -1.658 0.11
H 0.111 1.377 -0.407 0.03
H 0.460 0.781 -2.011 0.07
C -2.345 -1.782 -8.480 -0.07
C -1.859 -2.535 -7.258 -0.23
O -1.626 -1.634 -6.159 -0.01
C -2.579 -1.211 -5.298 -0.49
C -4.021 -1.450 -5.636 0.01
O -2.269 -0.576 -4.292 0.07
H -3.301 -1.285 -8.295 0.07
H -2.468 -2.462 -9.328 0.08
H -1.630 -0.999 -8.756 0.09
H -2.532 -3.346 -6.965 0.11
H -0.895 -3.001 -7.484 0.12
H -4.422 -0.570 -6.140 0.10
H -4.572 -1.619 -4.705 0.10
H -4.189 -2.334 -6.251 0.07
C 6.711 3.570 1.518 -0.07
C 6.452 2.138 1.096 -0.23
O 5.960 1.357 2.201 -0.01
C 4.662 1.291 2.576 -0.50
C 3.692 2.285 2.010 0.01
O 4.302 0.476 3.424 0.07
H 5.794 4.066 1.847 0.07
H 7.137 4.145 0.691 0.08
H 7.406 3.600 2.363 0.09
H 5.783 2.065 0.234 0.11
H 7.398 1.678 0.791 0.12
H 3.600 3.128 2.696 0.10
H 2.718 1.796 1.902 0.06
H 3.959 2.647 1.018 0.07

=====

No. 2
20
Properties=species:S:1:pos:R:3:lowdin_charge:R:1 method="wB97M-V/def2-TZVPD" de_lowest_ev=7.621 homo_lumo_gap_ev="7.729 / 7.729" charge=+1 smiles="C[C@]1(C[NH3+])[C@H]2C[C@]21N=O" homo_energy_ev="-11.84 / -11.84" max_force_ev_per_a=7.215
C 0.952 1.507 0.035 -0.02
C 0.255 0.341 -0.576 -0.24
C -1.024 -0.052 0.303 -0.02
N -0.522 -0.432 1.709 0.22
C 0.915 -0.467 -1.603 -0.10
C -0.173 -1.041 -2.416 0.00
C -0.064 0.456 -2.309 -0.23
N -0.412 1.621 -2.794 0.01
O -0.219 2.679 -2.188 -0.01
H 0.442 2.372 -0.066 0.05
H 1.925 1.637 -0.417 0.12
H 1.063 1.327 1.058 0.06
H -1.615 -0.815 -0.174 0.12
H -1.579 0.820 0.467 0.12
H -0.177 0.339 2.116 0.08
H 0.157 -1.139 1.773 0.15
H -1.452 -0.726 2.286 0.26
H 2.011 -0.537 -1.596 0.16
H 0.041 -1.461 -3.481 0.17
H -1.012 -1.403 -1.780 0.10